# 1
This record from OMol25 describes a structure of composition C2H4N4O2 at a distorted geometry. The level of theory is ωB97M-V/def2-TZVPD.

```
12
Properties=species:S:1:pos:R:3:forces:R:3:mulliken_charge:R:1
C 1.018 0.685 1.357 -0.116 1.233 -0.301 0.01
C -0.396 0.085 0.029 -0.450 -1.082 1.062 0.52
H 0.056 -1.185 -2.020 3.531 -1.443 2.891 0.37
H 1.271 -2.505 -1.094 -1.442 2.948 -1.232 0.29
H 1.700 1.213 1.929 0.727 1.069 1.761 0.44
H -2.017 1.668 -0.133 -2.023 -1.876 -1.102 0.36
N 1.038 -1.443 -1.337 -2.095 -0.153 0.582 -0.62
N 0.711 -0.895 0.012 -3.074 -0.931 -3.113 0.17
N -0.242 0.900 1.188 1.605 -1.041 -1.168 -0.55
N -1.330 0.068 -0.798 -0.229 -1.632 -1.654 -0.42
O 1.708 -0.134 0.579 1.100 0.136 0.358 -0.24
O -2.455 0.857 -0.635 2.466 2.771 1.915 -0.34
```
Forces are in eV/Å.

As for the spin multiplicity: 1. The total charge is 0. The energy relative to the best compared isomer or geometry (same formula, charge and spin) comes out at 5.380 eV.

# 2
This record from OMol25 describes a cluster of 2 separate species, C3H3N2O3 in total at a distorted geometry. The level of theory is ωB97M-V/def2-TZVPD.

```
11
Properties=species:S:1:pos:R:3:forces:R:3:mulliken_charge:R:1
C 2.661 -1.288 0.356 -1.723 -4.168 -0.952 -0.08
C 1.745 1.153 -0.012 -1.796 0.716 -1.131 0.48
C -1.416 -0.626 0.151 0.396 -3.712 0.335 -0.27
N 2.629 0.429 -0.267 1.285 0.269 -0.424 -0.36
N -1.780 0.568 -0.085 2.550 2.888 1.072 0.32
O -2.911 0.966 -0.405 -2.050 0.319 -0.519 -0.70
O 0.747 1.841 0.045 0.234 0.391 0.810 -0.73
O 1.989 -2.045 -0.312 2.013 2.936 1.787 -0.34
H -0.335 -0.973 0.346 -1.898 1.158 -0.295 0.07
H -2.256 -1.434 0.089 1.686 1.663 -0.043 0.25
H -1.073 1.410 0.093 -0.697 -2.461 -0.640 0.34
```
Forces are in eV/Å.

As for the spin multiplicity: 1. The total charge is -1. The energy relative to the best compared isomer or geometry (same formula, charge and spin) comes out at 3.995 eV.

# 3
This record from OMol25 describes a structure of composition C27H30NO3 at a distorted geometry. The level of theory is ωB97M-V/def2-TZVPD.

```
61
Properties=species:S:1:pos:R:3:forces:R:3:mulliken_charge:R:1
C 4.230 3.248 -0.917 0.860 -0.177 0.032 -0.80
C 2.908 2.488 -0.787 0.031 0.787 0.150 -0.68
N 3.020 1.100 -0.393 -2.393 -1.262 -0.347 0.26
C 1.802 0.335 -0.354 1.900 1.054 -0.304 0.59
C 0.601 0.865 -0.804 1.799 1.314 0.674 -0.91
C 2.056 -1.069 0.049 -0.303 -0.685 0.533 -0.22
C 2.112 -2.093 -0.911 0.140 0.183 0.320 0.23
C 2.435 -3.398 -0.522 -0.079 0.355 0.073 -1.03
C 2.688 -3.660 0.832 0.063 -0.500 0.211 -0.54
C 2.587 -2.659 1.805 -0.096 0.482 -0.245 -1.06
C 2.269 -1.354 1.403 -0.063 -0.489 -0.259 0.49
C 4.230 0.619 0.289 0.718 -0.222 0.802 -0.23
C 5.479 1.481 0.018 -0.143 0.445 -0.407 -0.77
O 5.211 2.880 0.045 -0.569 -0.517 -0.257 -0.36
H 4.620 3.090 -1.946 0.031 0.112 0.480 0.36
H 4.086 4.322 -0.735 -0.220 -0.351 -0.350 0.33
H 2.262 3.026 -0.079 -0.049 -0.100 -0.044 0.50
H 2.472 2.556 -1.792 -0.229 -0.095 0.187 0.40
H -0.573 0.818 -0.474 1.366 0.901 0.382 -0.18
H 0.727 1.914 -1.139 -1.356 -0.838 -0.207 0.35
H 1.920 -1.835 -1.955 0.135 -0.205 0.177 0.56
H 2.487 -4.190 -1.282 0.023 0.371 0.504 0.43
H 2.965 -4.680 1.146 -0.204 0.602 -0.235 0.38
H 2.751 -2.857 2.876 -0.048 -0.057 -0.690 0.45
H 2.174 -0.545 2.123 0.030 -0.203 0.020 0.61
H 4.082 0.579 1.390 -0.094 0.105 -0.642 0.30
H 4.497 -0.401 -0.039 -0.346 0.385 0.127 0.23
H 6.227 1.356 0.816 -0.334 -0.401 -0.395 0.33
H 5.910 1.175 -0.961 -0.092 0.344 0.407 0.36
C -2.683 -0.790 5.576 0.171 -0.256 -0.252 -0.82
O -1.929 -1.664 4.719 -0.312 0.399 -1.230 -0.40
C -1.807 -1.355 3.385 0.651 0.518 -0.188 0.71
C -1.161 -2.342 2.579 -0.704 0.506 1.315 -0.95
C -0.886 -2.065 1.260 0.492 -0.341 -0.742 -0.08
C -1.143 -0.814 0.691 0.491 1.228 0.517 0.33
C -0.751 -0.397 -0.721 -2.313 -2.770 -0.465 0.32
C -2.010 -0.246 -1.621 0.236 1.140 -0.323 0.30
C -1.778 -0.059 -2.990 0.156 -0.241 -0.401 -0.48
C -2.737 0.363 -3.892 -0.624 0.320 0.014 -0.88
C -4.018 0.740 -3.423 0.285 0.901 0.993 0.72
O -4.772 1.504 -4.285 0.095 -0.852 1.264 -0.39
C -5.911 2.184 -3.708 0.193 -0.301 -0.204 -0.80
C -4.329 0.528 -2.034 0.593 0.353 -1.332 -1.18
C -3.323 0.021 -1.175 -0.746 0.436 0.010 0.02
C -1.712 0.179 1.495 -0.511 -0.231 0.459 -0.53
C -2.117 -0.078 2.808 0.135 -0.770 0.909 -0.75
H -2.607 -1.280 6.546 -0.158 0.277 -0.039 0.25
H -2.247 0.219 5.619 -0.067 -0.288 -0.010 0.32
H -3.733 -0.740 5.254 0.273 0.010 0.082 0.34
H -0.863 -3.287 3.077 -0.315 0.658 -0.574 0.42
H -0.405 -2.842 0.659 -0.086 0.255 0.123 0.49
H 0.006 -1.045 -1.154 -0.622 -0.164 -0.020 0.33
H -0.772 -0.219 -3.364 0.001 0.000 -0.036 0.39
H -2.500 0.562 -4.946 -0.043 -0.194 0.564 0.40
H -6.352 2.705 -4.555 -0.099 -0.017 0.189 0.24
H -6.629 1.462 -3.284 0.216 0.298 -0.224 0.33
H -5.606 2.912 -2.936 0.012 -0.346 -0.310 0.36
H -5.301 0.922 -1.660 0.987 -0.767 -0.034 0.30
H -3.656 -0.076 -0.138 0.548 -0.091 -0.255 0.40
H -1.885 1.188 1.097 0.058 -0.358 0.120 0.60
H -2.617 0.702 3.422 0.528 -0.651 -0.618 0.32
```
Forces are in eV/Å.

As for the spin multiplicity: 1. The total charge is +1.

Number 1: E_tot -12188.1076 eV, lowest unoccupied orbital energy 0.5648 eV. Number 2: E_tot -12280.1688 eV, lowest unoccupied orbital energy 4.0342 eV. Number 3: E_tot -36106.8066 eV, lowest unoccupied orbital energy -2.6841 eV.